[1]
Molecular formula: C26H37N3O2
Method: DFT, the ωB97M-V functional and the def2-TZVPD basis

E (a.u.): -1327.67880
Kohn-Sham gap (eV): 8.94
Max |F| (eV/Å): 0.6
SMILES: COc1ccccc1CN1CCC[C@H](CN(CCN(C)C)C(=O)c2ccc(C)cc2)C1
Relative energy (zero: lowest compared OMol25 entry of this formula, charge and spin) (kcal/mol): 49.4

Atoms and positions in Å:
1 C -1.025 6.016 1.724
2 O -0.128 5.090 1.166
3 C 0.678 4.368 2.001
4 C 0.660 4.484 3.386
5 C 1.522 3.726 4.162
6 C 2.416 2.858 3.568
7 C 2.436 2.745 2.187
8 C 1.575 3.478 1.388
9 C 1.565 3.289 -0.112
10 N 0.742 2.187 -0.585
11 C -0.666 2.332 -0.274
12 C -1.471 1.320 -1.083
13 C -1.005 -0.094 -0.758
14 C 0.496 -0.195 -1.011
15 C 1.037 -1.587 -0.658
16 N 0.559 -2.623 -1.545
17 C 1.153 -2.734 -2.866
18 C 0.303 -2.141 -3.999
19 N 0.392 -0.693 -4.092
20 C -0.780 -0.119 -4.719
21 C 1.598 -0.262 -4.768
22 C -0.450 -3.477 -1.256
23 O -0.895 -4.254 -2.086
24 C -0.979 -3.483 0.145
25 C -2.301 -3.137 0.392
26 C -2.818 -3.223 1.672
27 C -2.037 -3.676 2.728
28 C -2.612 -3.793 4.107
29 C -0.724 -4.048 2.470
30 C -0.198 -3.955 1.194
31 C 1.220 0.877 -0.194
32 H -0.503 6.794 2.291
33 H -1.761 5.526 2.371
34 H -1.539 6.472 0.880
35 H -0.022 5.162 3.874
36 H 1.492 3.827 5.237
37 H 3.096 2.276 4.171
38 H 3.144 2.078 1.717
39 H 2.585 3.106 -0.462
40 H 1.190 4.199 -0.586
41 H -0.970 3.348 -0.533
42 H -0.865 2.179 0.803
43 H -2.533 1.434 -0.861
44 H -1.313 1.514 -2.144
45 H -1.534 -0.819 -1.378
46 H -1.220 -0.323 0.290
47 H 0.675 -0.007 -2.073
48 H 0.747 -1.834 0.365
49 H 2.132 -1.573 -0.707
50 H 2.137 -2.266 -2.835
51 H 1.269 -3.802 -3.075
52 H -0.734 -2.422 -3.808
53 H 0.608 -2.620 -4.945
54 H -1.666 -0.394 -4.150
55 H -0.912 -0.451 -5.761
56 H -0.687 0.967 -4.714
57 H 2.471 -0.675 -4.267
58 H 1.659 0.824 -4.724
59 H 1.623 -0.575 -5.824
60 H -2.924 -2.801 -0.423
61 H -3.845 -2.940 1.853
62 H -3.340 -3.007 4.293
63 H -1.830 -3.738 4.861
64 H -3.119 -4.752 4.216
65 H -0.106 -4.417 3.276
66 H 0.822 -4.260 1.008
67 H 2.294 0.830 -0.398
68 H 1.065 0.682 0.884

[2]
Molecular formula: C26H37N3O4PdSSi
Method: DFT, the ωB97M-V functional and the def2-TZVPD basis

E (a.u.): -2293.82490
Total charge: -2
Kohn-Sham gap (eV): 6.33
Max |F| (eV/Å): 0.8
Relative energy (zero: lowest compared OMol25 entry of this formula, charge and spin) (kcal/mol): 24.3

Atoms and positions in Å:
1 Pd -0.703 -1.600 0.607
2 N 2.377 -1.845 2.638
3 C 2.658 -3.118 1.963
4 C 3.886 -2.952 1.061
5 C 3.688 -3.174 -0.447
6 C 2.813 -2.170 -1.232
7 N 1.399 -2.569 -1.374
8 H 2.228 -1.117 1.940
9 H 1.513 -1.922 3.175
10 H 1.820 -3.507 1.374
11 H 2.860 -3.856 2.747
12 H 4.666 -3.645 1.393
13 H 4.266 -1.939 1.225
14 H 3.268 -4.168 -0.628
15 H 4.692 -3.156 -0.886
16 H 3.209 -2.139 -2.253
17 H 2.924 -1.166 -0.807
18 H 0.834 -2.333 -0.532
19 H 0.986 -1.957 -2.069
20 N -2.080 -3.682 -0.184
21 C -3.358 -3.076 -0.169
22 C -4.484 -3.819 0.172
23 C -5.735 -3.217 0.228
24 C -5.872 -1.876 -0.063
25 C -4.754 -1.121 -0.400
26 C -3.503 -1.714 -0.450
27 S -7.498 -1.113 -0.137
28 O -7.764 -1.002 -1.571
29 O -8.391 -2.048 0.549
30 O -7.352 0.172 0.537
31 H -2.103 -4.688 -0.201
32 H -1.442 -3.285 -0.866
33 H -4.371 -4.875 0.402
34 H -6.621 -3.775 0.504
35 H -4.882 -0.067 -0.610
36 H -2.614 -1.138 -0.730
37 C -0.811 3.592 1.497
38 C -0.884 2.215 0.823
39 C -1.161 1.168 1.910
40 C -2.094 2.214 -0.122
41 Si 0.638 1.636 -0.205
42 O 0.547 0.139 -0.653
43 C 0.811 2.710 -1.786
44 C 0.372 4.020 -1.975
45 C 0.411 4.633 -3.222
46 C 0.911 3.950 -4.321
47 C 1.389 2.657 -4.154
48 C 1.324 2.051 -2.907
49 C 2.281 1.847 0.777
50 C 3.456 1.477 0.114
51 C 4.664 1.333 0.779
52 C 4.742 1.590 2.142
53 C 3.604 2.004 2.816
54 C 2.391 2.104 2.144
55 H -1.752 3.787 2.025
56 H -0.669 4.395 0.771
57 H -0.003 3.659 2.228
58 H -2.076 1.419 2.459
59 H -0.331 1.089 2.618
60 H -1.325 0.181 1.434
61 H -3.016 2.413 0.436
62 H -2.195 1.241 -0.606
63 H -1.992 2.964 -0.909
64 H -0.021 4.588 -1.140
65 H 0.044 5.647 -3.344
66 H 0.912 4.413 -5.301
67 H 1.802 2.118 -5.000
68 H 1.656 1.025 -2.789
69 H 3.412 1.280 -0.952
70 H 5.548 1.009 0.241
71 H 5.679 1.469 2.672
72 H 3.659 2.232 3.875
73 H 1.515 2.387 2.715

Kohn-Sham gap of number 1 (C26H37N3O2)?
8.94 eV